The following is a quantum chemistry calculation of a structure of composition C62H83GeNOP3S2SiV at a distorted geometry, from OMol25.

Structure (ORCA input):
```
! wB97M-V def2-TZVPD RIJCOSX def2/J DEFGRID3
* xyz -1 4
H 1.84 4.99 2.04
H -2.36 -5.22 2.27
C 0.96 -3.56 3.95
O -1.11 -1.54 0.61
H 1.11 0.55 3.00
H 1.96 -4.68 0.85
V -0.16 1.51 -0.18
H 4.64 0.30 -1.79
H 1.41 -3.12 4.83
H -5.74 -0.06 -0.47
C -5.81 -3.38 0.18
H -4.31 2.54 -0.48
C -6.27 -2.11 -0.13
P -0.72 -2.15 -2.48
H -0.53 4.23 2.28
C 2.20 0.54 -3.60
H 5.55 -4.40 -0.54
H -0.55 -4.54 -2.53
H 0.86 6.04 -3.52
H -0.76 4.44 0.54
H 5.74 -1.09 3.38
C -2.94 3.82 3.19
H 5.19 -2.72 3.01
C 2.15 2.44 2.95
C 0.34 -0.94 -3.40
C 4.83 -3.60 -0.57
H 3.03 1.07 -3.15
H -2.72 -1.28 5.23
C -2.28 -1.98 3.26
C 3.63 -1.19 3.07
H -3.81 5.24 -4.07
C 1.30 1.40 3.66
S -1.77 0.67 -1.54
C -5.38 -1.05 -0.22
H 6.19 3.74 0.16
H 1.64 6.44 0.15
H 1.37 4.16 4.05
H 0.90 -5.03 -4.55
H 0.81 0.04 -6.63
C 1.28 -4.50 1.68
Si 1.68 0.01 -0.82
H -4.34 0.83 3.46
C -4.56 1.24 2.47
H -3.32 -0.44 -0.04
H -0.43 5.86 1.57
H -0.67 -1.31 -5.27
H -1.72 0.35 1.39
C -4.46 -3.59 0.38
H 4.15 -3.94 1.40
C 0.16 5.24 -3.30
H 2.43 3.27 -1.89
H -3.25 -3.54 6.10
C 5.51 2.01 -0.93
C 0.98 -0.03 -5.56
S -1.81 -2.82 0.66
H -6.51 -4.21 0.26
C -2.84 -4.51 4.24
C -1.48 3.14 -2.69
C 1.45 -3.91 -2.24
C 2.04 0.62 -4.97
C 1.75 5.37 -0.04
C 0.32 -4.11 -4.45
C 4.03 -3.33 0.52
H -0.85 1.45 2.43
C 1.30 4.59 1.18
C 5.36 3.07 -0.04
C 3.36 -1.32 4.56
C 5.05 -1.67 2.77
C -2.21 -3.09 2.42
C 0.15 -0.80 -4.78
C -2.34 2.04 -2.41
H 2.79 5.18 -0.28
P 1.48 2.70 1.15
C 0.12 -3.79 -2.97
C 1.36 -0.20 -2.77
C -2.23 -2.45 -3.60
H 2.21 -3.32 -2.75
C -2.46 -4.36 2.92
C 1.92 -3.63 2.76
H 4.04 4.02 1.33
H -4.75 0.40 1.81
C -1.19 5.41 -3.50
H 1.79 -4.95 -2.21
H 1.36 -3.54 -1.22
C -3.92 3.29 0.20
C -2.65 -2.14 4.58
H 5.28 -3.03 -2.59
H -2.57 -4.60 -3.33
Ge -3.07 2.40 1.77
C -3.02 -3.64 -3.05
H -3.95 -1.40 -4.36
H 3.59 -0.13 2.80
H -3.87 3.89 3.74
C 4.67 -2.83 -1.72
H -5.48 1.82 2.55
H 3.15 2.01 2.79
H -7.33 -1.95 -0.31
H -4.04 -3.63 -3.45
C 2.12 3.76 -2.82
C 3.07 2.39 0.31
H 5.31 -1.50 1.73
H 1.14 5.13 -0.90
H 2.36 3.09 -3.64
H -2.58 -0.35 -3.99
H -2.74 4.80 2.76
C 2.32 3.64 3.90
C 4.15 3.23 0.59
C 0.65 4.01 -2.83
H -3.05 -5.50 4.63
C 4.45 1.14 -1.15
C -3.13 -1.23 -3.66
H -3.09 -3.60 -1.97
H -3.55 -1.03 -2.68
H -4.74 3.93 0.51
H -2.15 3.61 3.91
C 3.11 -2.28 0.51
H 3.55 -2.34 4.90
C -4.03 -1.25 0.02
H 2.33 -1.06 4.79
H -4.29 1.23 -2.67
H 2.65 3.26 4.87
C 3.20 1.30 -0.56
H -1.92 -2.69 -4.62
H 0.08 -2.97 3.68
H 0.40 -3.99 1.30
C 2.92 -1.51 -0.64
H -0.62 -4.25 -4.98
C 3.72 -1.83 -1.74
H 0.62 -4.57 4.21
H -3.20 3.90 -0.36
H 0.88 -3.31 -4.94
C -4.19 3.22 -3.45
C -2.95 -3.41 5.07
C -3.58 -2.53 0.32
C -0.20 4.80 1.41
H 4.02 -0.65 5.12
H 0.36 1.83 3.99
H -5.23 3.24 -3.76
C -3.40 4.34 -3.64
N -0.16 3.03 -2.43
H 3.07 4.35 3.56
C -3.66 2.09 -2.84
H 2.75 1.19 -5.57
H 6.45 1.86 -1.44
H -2.03 -1.01 2.86
P 2.17 -1.89 2.04
C -1.40 1.38 1.49
C -2.05 4.31 -3.28
H 2.69 4.68 -2.94
H 3.57 -1.31 -2.67
H 2.87 -4.07 3.09
H 0.97 -5.46 2.11
H -1.59 6.35 -3.85
H -4.09 -4.58 0.60
H 1.82 1.04 4.55
*
```

Properties
- HOMO-LUMO gap (alpha / beta) (eV) = 5.831 / 6.649
- ⟨S²⟩ = 3.77
- maximum force (eV Å⁻¹) = 1.58
- energy (Eh) = -7673.16238
- lowest unoccupied orbital energy (alpha / beta) (eV) = 2.386 / 2.386


The following is a quantum chemistry calculation of a structure of composition C21H43N2OP3STb at a distorted geometry, from OMol25.

Structure (ORCA input):
```
! wB97M-V def2-TZVPD RIJCOSX def2/J DEFGRID3
* xyz 3 7
H -2.42 3.15 1.40
H -4.72 -3.53 0.38
H 0.45 2.92 -1.79
H -2.83 3.53 -1.39
C -2.81 2.46 -1.14
C 1.06 -3.23 3.16
H -0.59 -2.32 2.06
H -7.38 0.94 0.65
H -1.80 1.57 2.00
N 0.26 -2.92 2.08
H 3.89 0.06 0.45
H 0.81 -2.26 -3.50
H 2.03 1.99 -2.04
C -1.55 2.47 1.40
H 2.04 -1.20 -4.26
H 1.99 2.73 0.12
H 0.88 -0.53 3.10
H 2.28 -1.89 -2.62
C 0.86 -3.35 0.93
H 3.40 2.00 0.83
P -1.25 1.93 -0.34
H -5.94 -2.38 -0.38
H -2.90 1.90 -2.09
H -3.66 2.22 -0.48
C -0.16 3.29 -0.96
C 2.95 -4.57 0.40
C -4.43 0.07 -0.73
H 2.88 -1.35 0.04
H 0.54 1.20 3.03
C -4.47 -0.49 1.67
P 1.51 0.41 0.95
H -3.93 -0.87 2.55
C -5.73 0.10 1.75
H -3.59 -3.62 -1.93
H 3.34 -1.04 1.74
P 0.75 -0.05 -2.52
Tb -1.24 -1.16 -0.75
H -0.69 2.98 1.86
C 3.06 -0.57 0.79
C -4.36 -2.90 -1.63
C 2.31 2.10 0.94
O -3.04 -1.64 0.21
H -1.00 0.37 -4.13
H 0.48 3.71 -0.17
C -5.00 -2.92 -0.46
C 1.55 -1.47 -3.32
H 2.23 0.62 3.27
H 0.61 0.69 -4.85
C 2.17 -3.86 2.68
H 0.73 -3.06 4.17
C 2.26 0.96 -2.29
H 2.87 0.52 -1.49
C -0.01 0.81 -3.95
H 3.03 -4.26 3.20
H -0.79 4.11 -1.34
H 2.40 -4.97 -0.43
H -0.14 1.87 -3.71
H -3.81 0.30 -1.61
C -3.91 -0.64 0.38
C -5.79 0.39 -0.70
H 2.11 2.64 1.88
H -4.71 -2.24 -2.44
H -6.29 0.59 -1.67
C -6.40 0.50 0.56
H 3.67 -3.84 0.02
N 2.00 -3.97 1.31
H -1.06 -0.79 1.14
C 1.27 0.42 2.77
H 2.85 0.94 -3.22
H 3.48 -5.37 0.91
S 0.22 -3.33 -0.65
H -6.22 0.22 2.74
*
```

Properties
- relative energy (zero: lowest compared OMol25 entry of this formula, charge and spin) (kcal per mole) = 174.6
- HOMO-LUMO gap (alpha / beta) (eV) = 5.439 / 5.259
- ⟨S²⟩ = 12.78
- maximum force (eV Å⁻¹) = 3.13
- energy (Eh) = -3256.21331
- lowest unoccupied orbital energy (alpha / beta) (eV) = -11.548 / -11.729


The following is a quantum chemistry calculation of a cluster of 2 separate species, C9H17N2O4 in total at a distorted geometry, from OMol25.

Structure (ORCA input):
```
! wB97M-V def2-TZVPD RIJCOSX def2/J DEFGRID3
* xyz -1 1
C 1.27 -0.53 1.68
N -1.32 -2.08 -0.68
C -1.38 -0.68 1.66
C -0.05 2.08 1.93
O 1.25 -0.34 2.92
H 0.67 -2.53 -3.29
C 1.00 -1.62 -1.37
H 1.88 1.16 0.19
C 1.16 -1.69 -2.88
C -0.36 -1.17 -0.98
O -1.46 -1.95 1.80
H -0.89 1.81 2.53
H 2.17 -1.71 -3.16
N -0.17 1.28 0.70
H 0.80 -0.76 -3.33
H -2.27 -1.74 -0.96
H 0.67 1.63 2.55
H 1.24 -2.67 -1.02
H -0.03 3.11 1.75
H -1.42 1.27 -0.89
O 2.22 -0.87 0.94
H -2.22 1.39 0.69
H 1.07 2.64 -0.20
C -1.39 1.78 0.09
H 0.75 1.33 -1.25
H -0.75 -0.30 -1.54
H -1.36 2.87 -0.16
C 0.97 1.55 -0.23
O -2.29 0.09 1.97
C -0.15 -0.12 1.07
H 1.76 -0.87 -0.80
H -1.37 -2.35 0.30
*
```

Properties
- relative energy (zero: lowest compared OMol25 entry of this formula, charge and spin) (kcal per mole) = 56.2
- HOMO-LUMO gap (eV) = 6.725
- maximum force (eV Å⁻¹) = 4.69
- energy (Eh) = -763.52817
- lowest unoccupied orbital energy (eV) = 2.967


The following is a quantum chemistry calculation of a cluster of 2 separate species, C4H5N3O in total at a distorted geometry, from OMol25.

Structure (ORCA input):
```
! wB97M-V def2-TZVPD RIJCOSX def2/J DEFGRID3
* xyz 0 1
C -1.85 -0.40 -0.09
N 1.39 1.33 -0.16
O 0.39 -1.13 -0.08
N -0.49 0.02 0.10
C 0.23 1.21 -0.14
C -3.03 0.15 0.14
H -3.82 -0.74 -0.41
H -3.26 1.32 0.94
C 1.66 -1.01 0.10
H -1.82 -1.42 -0.59
N 2.21 0.08 0.22
H 2.32 -1.89 -0.11
H -0.32 2.09 -0.30
*
```

Properties
- relative energy (zero: lowest compared OMol25 entry of this formula, charge and spin) (kcal per mole) = 200.4
- HOMO-LUMO gap (eV) = 9.386
- maximum force (eV Å⁻¹) = 10.26
- energy (Eh) = -394.64815
- lowest unoccupied orbital energy (eV) = 0.643


The following is a quantum chemistry calculation of the molecule C3H3F2NO at a distorted geometry, from OMol25.

Structure (ORCA input):
```
! wB97M-V def2-TZVPD RIJCOSX def2/J DEFGRID3
* xyz 0 1
C -1.05 0.42 -0.34
O -2.13 0.92 -0.53
H 0.94 1.20 -1.34
F 0.68 1.91 0.61
H 1.60 -1.41 0.03
H 0.79 -0.46 1.43
N -0.62 -0.86 -0.02
C 0.41 0.97 -0.30
C 0.76 -0.71 0.30
F -1.38 -1.99 0.15
*
```

Properties
- relative energy (zero: lowest compared OMol25 entry of this formula, charge and spin) (kcal per mole) = 81.2
- HOMO-LUMO gap (eV) = 10.799
- SMILES = O=C1[C@@H](F)CN1F
- maximum force (eV Å⁻¹) = 4.25
- energy (Eh) = -445.69818
- lowest unoccupied orbital energy (eV) = 0.727


The following is a quantum chemistry calculation of a cluster of 2 separate species, C4H10N3 in total at a distorted geometry, from OMol25.

Structure (ORCA input):
```
! wB97M-V def2-TZVPD RIJCOSX def2/J DEFGRID3
* xyz 1 1
H 0.23 1.32 0.13
H 0.68 -1.93 -1.66
H 2.55 -0.85 -2.60
N -1.33 0.40 2.83
N 0.03 1.37 1.13
H 1.41 -0.89 -3.85
C -0.44 -0.16 -1.41
H -1.27 -0.77 -0.84
H 0.29 2.25 1.46
C -0.50 0.52 1.94
C 1.59 -0.38 -2.92
N -1.49 -0.28 3.92
H -0.65 0.80 -1.77
H -2.45 -0.46 4.26
H 1.48 0.75 -3.06
C 0.58 -0.88 -1.92
H -0.70 -0.81 4.36
*
```

Properties
- relative energy (zero: lowest compared OMol25 entry of this formula, charge and spin) (kcal per mole) = 104.7
- HOMO-LUMO gap (eV) = 7.997
- maximum force (eV Å⁻¹) = 3.59
- energy (Eh) = -322.29376
- lowest unoccupied orbital energy (eV) = -5.021


The following is a quantum chemistry calculation of a structure of composition C41H34ClN2O2PTa, from OMol25.

Structure (ORCA input):
```
! wB97M-V def2-TZVPD RIJCOSX def2/J DEFGRID3
* xyz 1 1
C 2.32 2.01 -3.26
C -2.39 -4.07 2.96
H 1.02 -5.86 3.09
H 3.69 0.92 -1.18
C -2.41 -2.09 -1.23
C -2.21 0.81 1.04
C 0.43 4.99 -0.34
H 1.90 2.02 -6.61
C 2.82 -0.12 -4.17
H 2.13 -1.36 3.70
C 1.22 -5.03 2.44
H -3.63 -4.27 4.69
H -5.08 2.19 -0.12
H 3.10 0.57 3.55
H 1.64 1.49 3.10
C 0.75 3.63 -0.28
Ta 1.41 -0.02 -0.20
C 1.90 -1.38 2.63
N 2.26 1.96 0.65
H 2.63 -0.33 -6.29
C -0.66 5.40 -1.06
H -2.10 3.91 2.43
H -1.20 -3.57 1.25
N 1.95 -0.27 1.98
C 1.61 -2.67 2.09
C -2.47 3.07 1.85
C -4.14 2.10 0.41
H -0.91 6.45 -1.12
H -4.00 -1.84 4.93
H 4.07 1.13 1.30
C 2.53 0.34 -5.44
C -1.46 4.46 -1.71
C -2.02 -1.81 2.18
H -2.33 4.79 -2.26
C -3.67 3.18 1.16
C 2.47 0.89 2.72
C 3.02 0.20 -1.66
H -0.80 1.81 2.31
O 0.25 1.40 -0.85
C -3.38 -2.22 4.13
H -2.98 -0.27 3.33
O 2.03 -1.88 -0.09
C -0.13 -1.44 -2.71
C 1.85 3.18 0.52
H 1.72 3.52 -4.65
C -1.75 1.89 1.78
C -1.17 3.11 -1.65
H -3.28 -2.35 -0.64
C 1.33 -5.23 1.05
H 1.21 -6.23 0.65
C 1.59 -4.18 0.19
C -1.81 -3.19 2.06
H 0.74 -1.21 -3.31
H 2.36 3.96 1.09
C 3.24 1.72 1.70
H 3.63 2.64 2.12
H -1.79 2.37 -2.14
H -3.78 0.09 -0.24
C 2.02 2.49 -4.52
P -1.20 -0.70 1.00
H -4.24 4.09 1.21
H 1.06 5.71 0.17
H -1.13 -2.39 -4.34
C -1.19 -2.11 -3.29
C -3.18 -3.58 3.99
C -2.80 -1.33 3.22
C 1.72 -2.89 0.71
H 2.25 2.68 -2.41
H -3.13 -2.99 -3.03
C -1.35 -1.40 -0.65
C 2.71 0.69 -3.04
C -3.42 0.92 0.35
C -0.18 -1.08 -1.36
C 2.12 1.65 -5.62
H -2.23 -5.13 2.84
Cl 3.34 -1.78 -4.01
H 3.55 -0.75 -1.70
C 1.38 -3.76 2.95
C -0.06 2.69 -0.93
C -2.32 -2.45 -2.56
H 1.31 -3.59 4.02
H 1.68 -4.33 -0.87
*
```

Properties
- relative energy (zero: lowest compared OMol25 entry of this formula, charge and spin) (kcal per mole) = 2.0
- HOMO-LUMO gap (eV) = 6.964
- maximum force (eV Å⁻¹) = 0.44
- energy (Eh) = -2701.23076
- lowest unoccupied orbital energy (eV) = -3.517